The following is a quantum chemistry calculation of C6H18F9N6O15S3Y as an isolated structure, from the Open Molecules 2025 dataset.

```
! wB97M-V def2-TZVPD RIJCOSX def2/J DEFGRID3
* xyz 0 1
Y 0.41 0.51 0.78
S 3.33 1.03 -1.48
S -3.06 1.68 0.74
S -0.94 -1.90 -1.87
F -4.59 3.80 1.37
F -2.39 4.26 1.14
F 2.44 0.50 -3.92
F -2.68 -3.95 -1.89
F 3.32 -1.32 -2.91
F 4.46 0.33 -3.74
F -3.29 3.29 2.97
F -3.25 -2.39 -0.52
F -1.59 -3.62 -0.02
O -1.77 -1.13 -2.87
O -0.33 -1.05 -0.81
O 0.04 1.07 3.20
O -3.49 1.75 -0.65
O 0.04 1.67 -1.35
O 1.60 -1.59 0.98
O 4.69 0.85 -0.91
O 2.32 0.43 -0.63
O 0.01 -2.84 -2.47
O -0.75 -1.17 1.99
O 2.50 0.75 2.05
O 0.92 2.83 0.95
O -1.60 1.44 0.91
O 3.04 2.49 -1.76
O -3.82 0.66 1.49
N -1.50 1.66 -3.09
N 3.46 -2.15 0.08
N -1.27 -3.05 2.95
N -2.95 -1.67 2.48
N 0.05 3.08 -3.03
N 1.92 -3.60 0.16
C -1.62 -1.88 2.45
C -3.33 3.41 1.62
C 3.37 0.03 -3.15
C 2.27 -2.41 0.35
C -2.22 -3.06 -1.04
C -0.48 2.09 -2.39
H -0.30 -3.34 2.86
H -3.52 -2.38 2.91
H -1.94 -3.59 3.47
H 2.51 -4.23 -0.36
H 2.77 1.67 2.13
H 3.63 -1.16 0.11
H 3.96 -2.70 -0.61
H 0.93 3.45 -2.69
H 3.16 0.26 2.53
H 1.01 3.44 0.22
H -1.80 2.16 -3.91
H -0.46 3.53 -3.78
H -1.97 0.80 -2.83
H 1.05 -3.84 0.61
H 1.28 3.30 1.71
H -0.25 0.65 4.01
H 0.07 2.00 3.41
H -3.37 -0.87 2.04
*
```

relative energy (zero: lowest compared OMol25 entry of this formula, charge and spin): 1.847 eV
maximum force: 7.18 eV/Å
LUMO level: -0.860 eV

***

The following is a quantum chemistry calculation of a 4-piece molecular cluster, C6H18IO5 overall, from the Open Molecules 2025 dataset.

```
! wB97M-V def2-TZVPD RIJCOSX def2/J DEFGRID3
* xyz -1 1
I -18.31 -20.72 16.59
O -25.23 -19.99 17.07
O -19.87 -18.09 10.53
O -21.65 -20.36 9.92
O -19.64 -27.39 16.84
O -27.27 -19.00 15.44
C -26.18 -19.79 14.98
C -20.77 -18.01 9.45
C -25.69 -20.77 16.05
C -21.08 -19.42 8.97
C -20.75 -27.70 16.06
C -21.20 -29.17 16.40
H -22.21 -29.26 16.03
H -21.80 -19.30 8.16
H -19.57 -26.44 16.85
H -21.54 -27.01 16.34
H -25.36 -19.15 14.67
H -24.28 -19.96 16.96
H -20.59 -27.51 15.00
H -24.91 -21.43 15.69
H -26.45 -20.34 14.08
H -21.29 -29.30 17.48
H -20.53 -29.92 15.99
H -21.24 -21.20 9.69
H -27.65 -18.54 14.69
H -26.44 -21.47 16.42
H -20.09 -18.88 11.02
H -21.68 -17.54 9.83
H -20.44 -17.28 8.70
H -20.15 -19.82 8.57
*
```

relative energy (zero: lowest compared OMol25 entry of this formula, charge and spin): 1.419 eV
maximum force: 2.32 eV/Å
LUMO level: 2.350 eV

***

The following is a quantum chemistry calculation of a 2-piece molecular cluster, C6H18N2 overall, from the Open Molecules 2025 dataset.

```
! wB97M-V def2-TZVPD RIJCOSX def2/J DEFGRID3
* xyz 0 1
N 4.65 8.43 1.88
N 4.28 7.14 -0.76
C 3.71 8.04 2.96
C 6.09 8.61 -1.53
C 7.03 9.15 -2.68
C 2.76 6.98 2.47
C 1.68 6.63 3.50
C 5.11 7.46 -1.89
H 3.70 6.31 -0.94
H 4.20 7.72 3.90
H 3.26 6.04 2.19
H 2.26 6.51 4.44
H 2.30 7.40 1.55
H 3.03 8.87 3.20
H 6.75 8.21 -0.74
H 4.96 9.37 2.15
H 1.09 5.72 3.34
H 0.99 7.49 3.63
H 5.59 9.51 -1.13
H 4.89 6.90 0.02
H 4.47 7.74 -2.75
H 7.70 9.93 -2.31
H 4.18 8.53 0.98
H 6.39 9.58 -3.48
H 5.68 6.56 -2.18
H 7.63 8.34 -3.12
*
```

relative energy (zero: lowest compared OMol25 entry of this formula, charge and spin): 0.004 eV
maximum force: 1.69 eV/Å
LUMO level: 1.142 eV
SMILES: CCCN.CCCN